Density functional theory data (wB97M-V/def2-TZVPD) for a structure of composition C48H50EuN6OS4.

Values from the calculation:
E_LUMO (alpha / beta): -8.71 / -7.88 eV
<S²>: 12.010
total charge: +3
2S+1: 7
energy above the lowest of the compared OMol25 structures with the same formula, charge and spin: 0.153 eV
E: -124227.929 eV
Kohn-Sham gap (alpha / beta): 6.572 / 7.398 eV

Last column: Löwdin spin population.
Positions of all 110 atoms, in Å:
Eu1 0.456 1.293 -1.443  6.060
C1 0.468 4.847 -0.866  0.000
C2 0.983 4.124 0.360  0.000
N1 1.835 2.979 -0.022  -0.007
C3 3.187 3.356 -0.484  0.000
C4 3.333 3.750 -1.957  0.000
S1 2.237 2.923 -3.156  -0.007
C5 1.184 4.271 -3.770  0.000
C6 -0.222 4.306 -3.179  0.000
N2 -0.248 3.912 -1.760  -0.007
H1 1.291 5.298 -1.417  0.000
H2 -0.181 5.673 -0.567  0.000
H3 0.143 3.726 0.933  0.000
H4 1.530 4.820 1.004  0.000
H5 1.973 2.412 0.814  0.000
H6 3.842 2.512 -0.275  0.000
H7 3.574 4.183 0.123  0.000
H8 4.352 3.526 -2.272  0.000
H9 3.202 4.819 -2.113  0.000
H10 1.127 4.147 -4.850  0.000
H11 1.738 5.193 -3.598  0.000
H12 -0.872 3.617 -3.723  0.000
H13 -0.630 5.311 -3.330  0.000
H14 -1.220 3.914 -1.467  0.000
C7 2.998 -1.523 -4.412  0.000
C8 2.483 -0.398 -3.762  0.000
N3 1.234 -0.299 -3.338  -0.007
C9 0.398 -1.339 -3.596  0.000
C10 0.834 -2.525 -4.194  0.000
C11 2.181 -2.605 -4.592  0.000
C12 -0.103 -3.580 -4.468  0.000
C13 -1.419 -3.391 -4.262  0.000
C14 -1.909 -2.138 -3.753  0.000
C15 -3.282 -1.844 -3.709  0.000
C16 -3.684 -0.592 -3.330  0.000
C17 -2.717 0.324 -2.907  0.000
N4 -1.416 0.063 -2.868  -0.006
C18 -1.011 -1.141 -3.360  0.000
H15 4.024 -1.524 -4.748  0.000
H16 3.128 0.454 -3.582  0.000
H17 2.546 -3.504 -5.072  0.000
H18 0.265 -4.506 -4.891  0.000
H19 -2.137 -4.161 -4.515  0.000
H20 -4.001 -2.595 -4.010  0.000
H21 -4.726 -0.305 -3.336  0.000
H22 -3.031 1.300 -2.570  0.000
S2 -2.202 2.055 -0.255  -0.005
C19 -2.556 1.269 1.194  -0.001
N5 -3.759 0.962 1.589  0.000
C20 -3.985 0.406 2.936  0.000
C21 -3.043 1.084 3.887  0.000
N6 -1.669 0.864 3.411  0.000
C22 -0.653 0.585 4.464  0.000
C23 -1.008 -0.652 5.237  0.000
C24 -0.886 -1.901 4.631  0.000
C25 -1.229 -3.048 5.329  0.000
C26 -1.687 -2.952 6.639  0.000
C27 -1.800 -1.712 7.249  0.000
C28 -1.464 -0.562 6.546  0.000
C29 -1.402 0.897 2.131  -0.001
S3 0.099 0.521 1.459  -0.007
C30 -4.960 1.038 0.725  0.000
C31 -5.508 -0.349 0.504  0.000
C32 -6.853 -0.615 0.720  0.000
C33 -7.356 -1.892 0.501  0.000
C34 -6.512 -2.907 0.079  0.000
C35 -5.163 -2.646 -0.132  0.000
C36 -4.663 -1.371 0.075  0.000
H23 -3.837 -0.676 2.911  0.000
H24 -5.022 0.603 3.203  0.000
H25 -3.122 0.639 4.878  0.000
H26 -3.234 2.157 3.963  0.000
H27 -0.619 1.468 5.104  0.000
H28 0.302 0.481 3.959  0.000
H29 -0.512 -1.975 3.614  0.000
H30 -1.128 -4.018 4.861  0.000
H31 -1.946 -3.847 7.187  0.000
H32 -2.144 -1.639 8.271  0.000
H33 -1.539 0.406 7.028  0.000
H34 -4.666 1.531 -0.198  0.000
H35 -5.686 1.673 1.233  0.000
H36 -7.516 0.174 1.056  0.000
H37 -8.405 -2.093 0.667  0.000
H38 -6.903 -3.903 -0.079  0.000
H39 -4.503 -3.442 -0.453  0.000
H40 -3.608 -1.173 -0.095  0.000
O1 2.260 0.085 -0.636  -0.009
S4 3.789 -0.070 -0.777  0.000
C37 4.030 -1.761 -1.213  0.000
C38 5.197 -2.070 -1.896  0.000
C39 5.422 -3.393 -2.253  0.000
C40 4.478 -4.362 -1.945  0.000
C41 3.308 -4.027 -1.268  0.000
C42 3.077 -2.716 -0.885  0.000
C43 4.409 0.036 0.878  0.000
C44 5.729 0.445 1.018  0.000
C45 6.269 0.517 2.293  0.000
C46 5.488 0.195 3.395  0.000
C47 4.168 -0.207 3.233  0.000
C48 3.613 -0.297 1.964  0.000
H41 5.917 -1.302 -2.152  0.000
H42 6.330 -3.664 -2.776  0.000
H43 4.655 -5.390 -2.230  0.000
H44 2.585 -4.794 -1.027  0.000
H45 2.175 -2.440 -0.355  0.000
H46 6.332 0.705 0.156  0.000
H47 7.296 0.829 2.426  0.000
H48 5.914 0.256 4.388  0.000
H49 3.573 -0.468 4.098  0.000
H50 2.595 -0.630 1.826  0.000

***

Density functional theory data (wB97M-V/def2-TZVPD) for a structure of composition C16H40As3CrN4S.

Values from the calculation:
E_LUMO (alpha / beta): -6.11 / -6.09 eV
<S²>: 3.809
total charge: +2
2S+1: 4
E: -244962.233 eV
Kohn-Sham gap (alpha / beta): 7.298 / 7.321 eV

Last column: Löwdin spin population.
Positions of all 65 atoms, in Å:
Cr1 -0.232 0.281 1.683  2.966
N1 -1.537 -0.358 3.258  -0.005
C1 -1.497 0.598 4.403  0.003
C2 -0.162 1.318 4.415  0.003
N2 0.193 1.825 3.060  -0.008
C3 -0.465 3.087 2.637  0.002
C4 -1.790 2.814 1.945  0.003
N3 -1.604 1.734 0.934  0.001
H1 -2.502 -0.596 3.049  0.002
H2 -1.086 -1.229 3.535  0.003
H3 -1.642 0.080 5.350  -0.001
H4 -2.327 1.293 4.295  0.000
H5 0.628 0.622 4.699  0.000
H6 -0.175 2.133 5.141  0.000
H7 1.197 1.978 3.066  0.003
H8 0.213 3.585 1.941  0.000
H9 -0.608 3.760 3.485  -0.001
H10 -2.166 3.728 1.483  0.000
H11 -2.548 2.480 2.649  0.000
H12 -1.214 2.133 0.083  0.003
H13 -2.511 1.361 0.663  0.003
C5 3.194 1.418 1.029  -0.003
As1 1.596 0.910 0.061  -0.036
C6 1.407 2.409 -1.163  -0.012
C7 2.254 -0.622 -0.945  -0.002
C8 1.327 -1.387 -1.910  0.000
C9 2.269 -2.307 -2.709  0.001
C10 0.355 -2.317 -1.168  -0.004
As2 -0.909 -1.615 0.150  -0.028
C11 -1.205 -3.198 1.226  -0.001
C12 -2.620 -1.409 -0.737  -0.010
C13 0.597 -0.416 -2.851  0.000
As3 -0.101 -1.133 -4.588  0.000
C14 -0.078 0.608 -5.480  0.000
C15 -2.025 -1.141 -4.208  0.000
H14 4.011 1.544 0.321  -0.001
H15 3.450 0.640 1.747  0.000
H16 3.042 2.366 1.546  0.000
H17 2.262 2.430 -1.838  -0.002
H18 1.402 3.337 -0.590  0.000
H19 0.500 2.338 -1.760  0.000
H20 2.664 -1.296 -0.186  0.000
H21 3.104 -0.231 -1.511  -0.001
H22 2.902 -2.888 -2.035  0.000
H23 2.917 -1.718 -3.361  0.000
H24 1.712 -3.000 -3.338  0.000
H25 0.924 -3.067 -0.611  0.000
H26 -0.256 -2.863 -1.892  -0.001
H27 -1.425 -4.040 0.571  -0.001
H28 -2.054 -3.051 1.893  0.000
H29 -0.310 -3.412 1.807  0.000
H30 -2.869 -2.320 -1.277  -0.002
H31 -2.594 -0.582 -1.443  0.000
H32 -3.394 -1.231 0.010  0.000
H33 1.314 0.344 -3.176  0.000
H34 -0.213 0.117 -2.331  0.000
H35 0.949 0.897 -5.696  0.000
H36 -0.555 1.377 -4.870  0.000
H37 -0.613 0.528 -6.425  0.000
H38 -2.292 -1.965 -3.549  0.000
H39 -2.547 -1.296 -5.152  0.000
H40 -2.358 -0.191 -3.786  0.000
S1 3.037 -2.658 3.297  0.100
C16 1.942 -1.652 2.777  0.036
N4 1.122 -0.884 2.377  -0.009

***

Density functional theory data (wB97M-V/def2-TZVPD) for a cluster of 7 separate species, C52H62B2F6N2O8 in total in a non-equilibrium geometry.

Values from the calculation:
E_LUMO: 0.51 eV
SMILES string: CCOB(O)[C@@]1(C[C@H](O)CN)OC(=O)[C@@H](N=C(C)C)[C@@]1(CCCCO)B(O)O.Fc1ccccc1.Fc1ccccc1.Fc1ccccc1.Fc1ccccc1.Fc1ccccc1.Fc1ccccc1
total charge: 0
E: -91950.389 eV
Kohn-Sham gap: 8.615 eV

Last column: Mulliken charge in e.
Positions of all 132 atoms, in Å:
C1 -2.149 -1.553 -4.756  -1.607
C2 -0.798 -0.821 -4.740  0.472
O1 0.236 -1.802 -4.624  -0.521
B1 1.470 -1.341 -4.178  1.401
O2 2.547 -1.600 -4.958  -0.562
C3 1.693 -0.606 -2.772  2.035
C4 0.609 -1.119 -1.776  -2.238
C5 1.014 -2.353 -0.979  -0.220
O3 1.326 -3.452 -1.817  -0.555
C6 -0.189 -2.729 -0.081  -1.074
N1 0.044 -3.908 0.729  -0.613
O4 2.962 -1.075 -2.210  -0.608
C7 3.384 -0.187 -1.278  -0.515
O5 4.379 -0.392 -0.599  -0.677
C8 2.481 1.052 -1.308  0.189
N2 3.165 2.288 -0.990  -0.216
C9 2.666 3.045 -0.092  1.088
C10 2.308 4.479 -0.359  -1.498
C11 2.383 2.573 1.319  -1.208
C12 1.948 0.926 -2.784  -0.139
C13 0.733 1.843 -2.960  -1.591
C14 0.403 2.233 -4.408  -1.192
C15 -1.064 2.688 -4.520  -0.784
C16 -1.421 2.841 -5.987  -0.585
O6 -2.502 3.753 -6.156  -0.526
B2 3.194 1.506 -3.617  1.105
O7 3.294 2.856 -3.820  -0.675
O8 4.217 0.726 -4.143  -0.633
H1 -2.878 -0.994 -4.173  0.389
H2 -2.552 -1.629 -5.761  0.354
H3 -2.052 -2.552 -4.343  0.193
H4 -0.733 -0.270 -5.673  0.477
H5 -0.800 -0.183 -3.860  -0.123
H6 2.277 -1.738 -5.870  0.308
H7 0.305 -0.366 -1.050  0.668
H8 -0.313 -1.403 -2.284  0.617
H9 1.819 -2.151 -0.280  0.655
H10 0.556 -3.592 -2.377  0.234
H11 -0.313 -1.892 0.614  0.336
H12 -1.113 -2.790 -0.653  0.404
H13 -0.177 -4.759 0.238  0.291
H14 0.988 -3.939 1.080  0.274
H15 1.592 1.034 -0.678  0.358
H16 2.576 5.111 0.485  0.518
H17 2.767 4.820 -1.280  0.357
H18 1.221 4.473 -0.441  0.248
H19 1.311 2.372 1.355  0.112
H20 2.643 3.340 2.038  0.370
H21 2.871 1.622 1.501  0.414
H22 -0.154 1.437 -2.468  0.333
H23 0.978 2.770 -2.442  0.460
H24 1.003 3.102 -4.662  0.878
H25 0.657 1.461 -5.137  0.434
H26 -1.702 1.983 -3.993  0.395
H27 -1.110 3.682 -4.078  0.487
H28 -0.543 3.218 -6.514  0.362
H29 -1.708 1.859 -6.374  0.218
H30 -2.609 3.882 -7.099  0.323
H31 3.786 3.022 -4.629  0.266
H32 4.875 0.519 -3.474  0.322
F1 2.336 5.441 4.383  -0.432
C17 3.017 4.490 5.061  0.246
C18 4.397 4.537 5.081  -0.346
C19 5.092 3.562 5.782  -0.449
C20 4.405 2.554 6.442  -0.483
C21 3.018 2.522 6.405  -0.477
C22 2.316 3.498 5.716  -0.249
H33 4.915 5.327 4.554  0.458
H34 6.173 3.591 5.811  0.412
H35 4.950 1.793 6.984  0.397
H36 2.480 1.735 6.916  0.424
H37 1.234 3.496 5.683  0.500
F2 -0.549 3.573 1.668  -0.074
C23 -1.763 3.221 2.149  0.221
C24 -1.980 1.908 2.513  -0.377
C25 -3.225 1.549 3.009  -0.469
C26 -4.231 2.499 3.124  -0.225
C27 -3.991 3.813 2.748  -0.464
C28 -2.746 4.183 2.260  -0.675
H38 -1.184 1.182 2.409  0.501
H39 -3.409 0.525 3.305  0.379
H40 -5.199 2.217 3.506  0.377
H41 -4.776 4.552 2.834  0.397
H42 -2.535 5.204 1.968  0.418
F3 -1.555 -4.241 -6.672  -0.323
C29 -1.072 -5.256 -5.924  -0.087
C30 0.007 -5.025 -5.095  -0.014
C31 0.497 -6.072 -4.327  -0.665
C32 -0.088 -7.329 -4.404  -0.187
C33 -1.171 -7.541 -5.247  -0.459
C34 -1.672 -6.496 -6.012  -0.440
H43 0.455 -4.042 -5.053  0.524
H44 1.340 -5.905 -3.667  0.544
H45 0.298 -8.144 -3.808  0.286
H46 -1.624 -8.520 -5.311  0.403
H47 -2.519 -6.638 -6.671  0.434
F4 2.409 5.359 8.438  -0.295
C35 2.811 6.643 8.396  0.378
C36 2.481 7.415 7.300  -0.308
C37 2.892 8.739 7.263  -0.465
C38 3.632 9.270 8.311  -0.490
C39 3.958 8.475 9.401  -0.315
C40 3.542 7.152 9.451  -0.491
H48 1.910 6.983 6.489  0.475
H49 2.634 9.357 6.413  0.367
H50 3.954 10.302 8.277  0.371
H51 4.538 8.885 10.217  0.359
H52 3.779 6.519 10.295  0.411
F5 -0.500 -10.596 -4.122  -0.265
C41 0.557 -11.283 -3.640  0.379
C42 1.203 -10.815 -2.514  -0.319
C43 2.287 -11.525 -2.020  -0.410
C44 2.712 -12.682 -2.659  -0.508
C45 2.050 -13.132 -3.793  -0.311
C46 0.960 -12.432 -4.288  -0.463
H53 0.859 -9.907 -2.035  0.432
H54 2.799 -11.175 -1.135  0.355
H55 3.560 -13.231 -2.273  0.366
H56 2.383 -14.031 -4.294  0.355
H57 0.425 -12.770 -5.166  0.406
F6 -7.220 2.917 4.041  -0.240
C47 -8.250 2.097 4.343  0.617
C48 -9.452 2.650 4.735  -0.590
C49 -10.509 1.805 5.040  -0.354
C50 -10.348 0.429 4.958  -0.573
C51 -9.129 -0.106 4.565  -0.370
C52 -8.070 0.732 4.250  -0.376
H58 -9.553 3.725 4.799  0.404
H59 -11.459 2.223 5.343  0.356
H60 -11.174 -0.227 5.201  0.363
H61 -9.001 -1.178 4.505  0.350
H62 -7.114 0.335 3.934  0.392

***

Density functional theory data (wB97M-V/def2-TZVPD) for a cluster of 2 separate species, C2H2Cl2O2 in total in a non-equilibrium geometry.

Values from the calculation:
E_LUMO: 0.18 eV
total charge: 0
energy above the lowest of the compared OMol25 structures with the same formula, charge and spin: 3.376 eV
E: -31243.630 eV
Kohn-Sham gap: 9.657 eV

Last column: Mulliken charge in e.
Positions of all 8 atoms, in Å:
C1 0.923 -1.060 0.799  0.056
C2 -1.748 0.711 -1.102  0.013
O1 -1.245 1.674 -0.465  -0.117
O2 1.671 -1.861 0.372  -0.330
Cl1 1.385 0.624 1.009  -0.187
Cl2 -0.609 -0.524 -1.548  -0.110
H1 -0.091 -1.227 1.180  0.428
H2 -0.286 1.664 -0.244  0.248